# 1
The following is a quantum chemistry calculation of a cluster of 2 separate species, C8H14N3 in total in a non-equilibrium geometry, from OMol25.

As for the charge: +1. The HOMO energy (spin up / spin down) is -0.4413 / -0.4413 hartree. The energy relative to the best compared isomer or geometry (same formula, charge and spin) comes out at 606.7 kJ/mol. As for the spin multiplicity: 1. For the orbital gap (spin up / spin down), the calculation gives 7.7 / 7.7 eV.

Last column: natural (NBO) charge in e.
Atoms and positions in Å:
C  1.20  -2.29  -0.47  -0.20
C  1.06  -0.94  -0.08  0.05
C  2.66  -0.96  -1.55  0.58
C  -0.64  1.74  0.78  -0.50
C  -0.46  0.52  1.55  0.19
C  -1.82  0.76  1.11  -0.09
C  -2.85  1.24  2.22  -0.58
C  -2.35  0.07  -0.04  -0.62
N  2.24  -2.20  -1.43  -0.50
N  1.86  -0.19  -0.79  -0.59
N  3.58  -0.37  -2.37  -0.79
H  0.93  -3.23  -0.07  0.25
H  -0.52  2.73  1.23  0.26
H  -0.11  1.54  -0.20  0.21
H  0.08  0.34  2.41  0.21
H  -3.13  0.25  2.67  0.23
H  -3.75  1.68  1.73  0.25
H  -2.34  1.82  2.96  0.22
H  -3.33  -0.42  0.14  0.24
H  -1.60  -0.63  -0.29  0.24
H  -2.43  0.78  -0.92  0.23
H  2.48  -2.86  -2.17  0.44
H  1.50  0.81  -0.95  0.44
H  3.96  -0.80  -3.19  0.42
H  3.78  0.59  -2.28  0.42



# 2
The following is a quantum chemistry calculation of a structure of composition CHNOS2 in a non-equilibrium geometry, from OMol25.

The HOMO energy is -0.3336 hartree. The energy relative to the best compared isomer or geometry (same formula, charge and spin) comes out at 361.9 kJ/mol. As for the spin multiplicity: 1. For the orbital gap, the calculation gives 8.2 eV.

Last column: natural (NBO) charge in e.
Atoms and positions in Å:
C  -0.20  0.51  0.76  -0.03
N  0.17  -0.17  -1.19  -0.37
O  -0.89  0.09  -0.32  -0.34
S  -0.69  1.10  2.16  0.02
S  1.39  0.17  0.00  0.42
H  0.22  -1.69  -1.41  0.30



# 3
The following is a quantum chemistry calculation of a cluster of 2 separate species, C5H14N4 in total in a non-equilibrium geometry, from OMol25.

As for the charge: +2. The HOMO energy is -0.5143 hartree. The energy relative to the best compared isomer or geometry (same formula, charge and spin) comes out at 250.9 kJ/mol. As for the spin multiplicity: 1. For the orbital gap, the calculation gives 6.8 eV.

Last column: natural (NBO) charge in e.
Atoms and positions in Å:
C  -1.28  1.21  -3.51  -0.42
C  -2.31  1.96  -2.85  -0.40
C  -0.92  2.38  -2.73  0.06
C  2.18  -6.05  5.97  0.17
C  -0.18  2.40  -1.24  0.02
N  0.85  3.53  0.32  -0.61
N  0.25  3.58  -0.91  -0.25
N  -0.69  3.68  -3.46  -0.69
N  1.38  -6.95  5.68  -0.54
H  -0.85  0.15  -3.35  0.28
H  -1.32  1.47  -4.56  0.23
H  -2.85  2.66  -3.50  0.21
H  -2.95  1.68  -1.99  0.26
H  2.08  -5.65  6.98  0.24
H  2.89  -5.76  5.24  0.24
H  -0.20  1.51  -0.55  0.21
H  1.57  4.18  0.46  0.39
H  -0.09  3.59  -4.25  0.44
H  -0.24  4.22  -2.71  0.47
H  -1.60  4.20  -3.79  0.45
H  0.60  -7.09  6.31  0.45
H  0.89  2.66  0.76  0.36
H  1.43  -7.39  4.81  0.44



# 4
The following is a quantum chemistry calculation of a cluster of 2 separate species, C3H13N3 in total in a non-equilibrium geometry, from OMol25.

The HOMO energy is -0.3197 hartree. The energy relative to the best compared isomer or geometry (same formula, charge and spin) comes out at 73.2 kJ/mol. As for the spin multiplicity: 1. For the orbital gap, the calculation gives 9.7 eV.

Last column: natural (NBO) charge in e.
Atoms and positions in Å:
C  -1.90  -0.87  -1.23  -0.41
N  -1.63  0.29  -0.38  -0.63
C  -2.77  0.52  0.52  -0.42
H  -2.58  -0.52  -2.01  0.19
H  -2.35  -1.74  -0.73  0.16
H  -0.99  -1.22  -1.70  0.20
H  -0.78  0.21  0.14  0.36
H  -3.22  -0.44  0.80  0.16
H  -2.55  1.02  1.46  0.20
H  -3.54  1.12  0.02  0.19
N  2.72  0.65  1.54  -0.85
C  2.46  0.63  0.14  -0.05
N  2.17  -0.71  -0.46  -0.87
H  3.34  0.00  1.98  0.37
H  1.86  0.66  2.07  0.36
H  3.29  1.09  -0.39  0.15
H  1.55  1.19  -0.07  0.18
H  2.96  -1.30  -0.28  0.35
H  1.96  -0.59  -1.43  0.36



# 5
The following is a quantum chemistry calculation of a cluster of 2 separate species, C5H8S in total in a non-equilibrium geometry, from OMol25.

The HOMO energy is -0.3212 hartree. The energy relative to the best compared isomer or geometry (same formula, charge and spin) comes out at 541.9 kJ/mol. As for the spin multiplicity: 1. For the orbital gap, the calculation gives 8.2 eV.

Last column: natural (NBO) charge in e.
Atoms and positions in Å:
C  -1.84  -2.14  0.06  -0.82
C  -1.02  -2.04  -0.93  0.19
C  -0.32  1.56  -0.30  -0.48
C  0.47  0.30  -0.05  -0.31
C  2.04  0.55  0.04  -0.62
S  -0.64  0.77  1.27  0.09
H  -2.84  -2.44  0.17  0.30
H  -1.77  -1.84  1.10  0.31
H  -0.04  -0.62  -0.51  0.23
H  0.06  2.52  -0.21  0.22
H  -1.14  1.44  -0.98  0.22
H  2.23  0.12  1.07  0.23
H  2.32  1.68  0.11  0.21
H  2.48  0.13  -0.83  0.22



# 6
The following is a quantum chemistry calculation of a cluster of 2 separate species, C3H6N3O in total in a non-equilibrium geometry, from OMol25.

As for the charge: +1. The HOMO energy is -0.5507 hartree. The energy relative to the best compared isomer or geometry (same formula, charge and spin) comes out at 275.6 kJ/mol. As for the spin multiplicity: 1. For the orbital gap, the calculation gives 9.0 eV.

Last column: natural (NBO) charge in e.
Atoms and positions in Å:
C  2.72  0.23  0.08  0.86
C  -1.07  0.37  0.15  -0.68
C  -0.28  -0.70  -0.44  0.15
N  -0.44  -3.10  -0.21  -0.10
N  -0.37  -1.90  -0.15  0.10
N  2.91  1.41  -0.05  -0.74
O  2.46  -0.90  0.23  -0.55
H  -1.65  0.10  1.17  0.28
H  -1.73  0.73  -0.58  0.28
H  -0.26  1.15  0.50  0.28
H  0.44  -0.59  -1.20  0.28
H  0.34  -3.67  0.28  0.41
H  3.74  1.90  -0.31  0.45



# 7
The following is a quantum chemistry calculation of an isolated molecule of C17H24N2O4, from OMol25.

The HOMO energy is -0.3149 hartree. The energy relative to the best compared isomer or geometry (same formula, charge and spin) comes out at 102.2 kJ/mol. As for the spin multiplicity: 1. For the orbital gap, the calculation gives 9.2 eV.

Last column: natural (NBO) charge in e.
Atoms and positions in Å:
C  -7.36  -2.69  -0.72  -0.64
C  -6.56  -1.87  0.30  -0.06
O  -5.27  -1.52  -0.15  -0.55
C  -5.21  -0.46  -1.08  -0.07
C  -5.41  0.93  -0.46  -0.44
H  -6.47  1.11  -0.26  0.20
H  -5.07  1.68  -1.18  0.22
C  -4.64  1.10  0.85  -0.22
N  -3.25  0.72  0.72  -0.62
C  -2.26  1.63  0.55  0.67
O  -2.47  2.83  0.55  -0.63
C  -0.90  1.06  0.36  -0.17
C  0.04  1.83  -0.33  -0.16
C  1.32  1.37  -0.55  -0.20
C  1.70  0.12  -0.05  0.16
C  0.77  -0.64  0.66  -0.25
C  -0.51  -0.18  0.86  -0.17
H  -1.20  -0.78  1.44  0.21
H  1.07  -1.60  1.06  0.21
N  2.98  -0.40  -0.22  -0.61
C  4.06  0.14  -0.82  0.66
O  4.12  1.23  -1.35  -0.61
C  5.27  -0.82  -0.79  0.00
C  6.59  -0.04  -0.56  -0.43
H  6.36  1.02  -0.47  0.24
C  7.14  -0.64  0.74  -0.43
H  7.89  -1.40  0.52  0.21
C  5.90  -1.28  1.35  -0.07
H  5.31  -0.54  1.91  0.16
H  6.12  -2.13  2.01  0.20
O  5.15  -1.77  0.26  -0.53
H  7.58  0.11  1.39  0.22
H  7.27  -0.17  -1.40  0.22
H  5.27  -1.37  -1.73  0.21
H  3.15  -1.32  0.19  0.42
H  2.04  1.97  -1.09  0.25
H  -0.27  2.79  -0.70  0.24
H  -3.07  -0.26  0.58  0.40
H  -4.66  2.14  1.16  0.24
H  -5.09  0.47  1.63  0.20
H  -4.20  -0.52  -1.51  0.19
H  -5.93  -0.60  -1.90  0.17
H  -7.13  -0.98  0.59  0.16
H  -6.38  -2.48  1.19  0.19
H  -7.61  -2.09  -1.59  0.20
H  -6.78  -3.55  -1.04  0.21
H  -8.28  -3.03  -0.26  0.21